{"formula": "C5H14O", "method": "ωB97M-V/def2-TZVPD", "species": ["C", "C", "C", "C", "C", "H", "H", "H", "H", "H", "H", "H", "H", "H", "H", "H", "H", "H", "H", "O"], "coordinates": [[1.89028, -1.62129, 0.19748], [1.65905, -0.24536, -0.22391], [0.16522, 0.05909, 0.24905], [-0.12055, 1.45236, -0.22302], [-1.30953, 2.38731, 0.17131], [2.57651, -1.75576, 1.29353], [0.97030, -2.30107, 0.09628], [2.67464, -2.01014, -0.55545], [1.66167, -0.15518, -1.34338], [2.50660, 0.39777, 0.22853], [-0.45491, -0.75526, -0.47683], [0.12241, -0.12791, 1.36095], [-0.05454, 1.32370, -1.29125], [0.80762, 2.16616, -0.18900], [-1.07844, 2.56803, 1.29743], [-1.42368, 3.33556, -0.30931], [-2.53110, 1.80980, 0.34801], [-2.83649, -1.83113, -0.89784], [-2.16553, -2.56221, 0.26992], [-3.05954, -2.13446, -0.00250]], "forces_ev_per_a": [[3.8695, -3.8588, 0.8736], [-1.0698, 1.7106, 0.6319], [0.7334, -1.0899, -1.1364], [0.5495, 3.0090, -1.6148], [-2.3790, -3.4654, 4.2914], [-2.6890, 0.3847, -2.9895], [1.4948, 0.8975, 0.6065], [-1.1075, -0.1014, 1.1958], [0.1972, 0.0521, 0.9854], [-1.7276, -0.4785, -0.7931], [1.1851, 2.1362, 2.5764], [-0.4430, -0.0037, -1.2227], [-0.6872, 0.0522, -0.8381], [-1.2638, -1.3292, 0.8715], [-0.6013, 0.2284, -1.7477], [0.1157, 0.2358, -0.5942], [3.8465, 1.6143, -1.1101], [-0.3209, 0.0090, 0.2856], [-2.3866, 1.0629, -0.4650], [2.6839, -1.0659, 0.1934]], "lowdin_charge": [-0.2115, -0.3496, -0.2366, -0.3496, -0.1319, 0.1502, 0.0756, 0.0769, 0.1161, 0.1357, 0.1519, 0.1241, 0.0782, 0.1340, 0.0706, 0.0252, 0.1542, 0.0230, 0.0733, -0.1100], "e_lumo_ev": 0.745, "de_lowest_ev": 3.4027, "orbital_gap_ev": 11.15, "e_homo_ev": -10.40}